Record 1
Entry from the OMol25 dataset: 11 unconnected molecules or ions with the total composition C33H48F6O33 (ωB97M-V/def2-TZVPD).

Last column: Mulliken charge in e.
Geometry (Å):
H: 2.47701 -7.49534 1.12290  0.28
H: -0.58200 4.45209 -5.32308  0.29
O: 7.71350 7.04251 0.88292  -0.31
F: -0.39780 2.87876 -0.14417  -0.28
H: -7.13223 1.01854 -0.62855  0.30
F: 2.08447 -1.95801 10.29871  -0.28
H: 0.38200 3.55334 -6.36560  0.30
H: -9.57035 4.23808 3.89904  0.22
H: -8.29988 5.08132 2.87112  0.29
F: 2.66902 4.64210 -5.91245  -0.27
C: -0.37115 -1.52233 8.31690  0.67
O: -1.00102 10.12256 -2.47861  -0.28
H: -2.89125 9.63679 -1.63912  0.22
O: 5.76558 6.13524 -0.02104  -0.58
C: -5.62767 -8.04317 1.30850  -0.59
O: -1.18273 -0.86438 7.56244  -0.61
O: 0.33640 -1.13931 -1.54999  -0.58
H: -2.28019 0.65119 1.14167  0.27
O: -4.92492 -6.94825 0.64523  -0.33
O: -8.74667 1.97146 0.65588  -0.30
H: -3.79131 10.96651 -3.34225  0.26
O: -5.41479 -5.69874 2.37589  -0.35
C: -0.81333 11.20269 -3.03206  0.75
H: -0.92390 1.39952 1.73000  0.28
O: 5.11639 -0.78610 -7.42065  -0.29
C: 1.75230 -7.37533 1.92819  -0.61
C: 0.84692 -2.26505 9.94939  0.32
H: -6.58036 -7.68424 1.69793  0.29
H: 0.79961 -7.54648 1.42699  0.27
O: 5.01018 -9.43993 -5.86992  -0.31
O: -0.51137 0.94374 -1.30105  -0.29
H: 8.14301 5.05360 0.62801  0.30
O: -0.30518 -0.22529 0.54238  -0.30
O: -9.09531 3.28558 2.31105  -0.27
O: 0.48015 7.69093 -7.49344  -0.59
C: -2.88851 10.43608 -3.64502  -0.32
H: 4.14845 9.23898 1.32933  0.26
C: -2.28257 9.64384 -2.54332  0.38
O: -3.39003 6.53012 7.23389  -0.29
H: -8.69215 0.37442 -0.65215  0.26
C: 0.62161 6.56238 -6.91769  0.66
O: 5.26524 -0.53741 -9.58856  -0.56
C: -5.38473 -4.47732 3.24675  -0.65
H: 1.48610 5.21774 -4.39533  0.28
F: 6.68456 -1.64438 -6.05546  -0.30
O: -1.81230 5.44284 8.42797  -0.29
C: 4.48108 8.31783 0.85086  -0.69
H: 1.78046 -8.14665 -3.38661  0.21
F: -0.41214 6.23129 6.91501  -0.29
H: -3.02216 9.81572 -4.53124  0.24
O: 5.85919 8.08530 1.11370  -0.27
C: 5.43790 -10.25338 -6.94973  -0.64
H: 5.27902 -9.77424 -7.91579  0.31
H: -2.36318 6.47010 5.46402  0.29
H: 0.24088 -2.54129 10.81223  0.26
H: -6.23678 -3.84706 2.99200  0.27
O: 3.11267 -10.19498 3.69486  -0.54
C: -8.00767 0.90388 0.01062  -0.65
O: -4.25551 -4.79851 0.61331  -0.58
H: 4.75093 -11.09592 -6.87039  0.30
H: 3.72260 7.58172 1.11718  0.29
O: -0.10232 5.50928 -7.01785  -0.28
C: 0.19033 4.58771 -6.08018  -0.33
H: 1.89784 -6.33475 2.21819  0.28
C: -2.62306 5.80135 6.28458  -0.41
C: -2.98561 6.19091 8.49570  0.62
C: 5.28877 -3.04321 -7.29169  -0.33
H: 0.50945 -4.39358 9.32747  0.26
C: 3.86685 -8.78478 -6.01690  0.78
C: 2.57362 -9.53467 2.84410  0.72
H: -5.02342 -8.48394 2.10139  0.27
O: 1.59340 6.36069 -5.95584  -0.34
O: -3.54300 6.59667 9.57068  -0.55
H: 2.11926 -11.39348 0.06362  0.23
C: -1.12277 1.74196 -0.33049  0.30
H: 1.29069 -8.83866 -5.00879  0.28
O: 0.20068 11.84368 -2.95359  -0.56
O: 0.22360 -1.12589 9.40470  -0.26
H: 1.95066 -11.86678 1.80337  0.29
F: -2.17882 8.38998 -3.01994  -0.29
H: -2.12790 2.00810 -0.65760  0.25
O: -0.19853 -2.83705 8.12736  -0.30
C: 0.76351 -3.38962 8.98744  -0.31
H: -1.11159 4.36082 6.65480  0.29
C: 1.96583 -8.18194 -4.46015  -0.55
C: 1.51466 5.08756 -5.47715  0.30
O: -1.89426 11.48407 -3.72826  -0.38
O: 3.26380 -8.73497 -4.80310  -0.30
H: -4.42999 -3.95142 3.25088  0.30
H: 3.50477 -11.50734 1.18994  0.29
H: 6.07681 -3.69019 -6.90631  0.30
H: -5.53824 -4.65764 4.31072  0.27
C: 5.37612 -1.75722 -6.49712  0.23
H: 4.34242 8.54324 -0.20654  0.32
C: -8.16543 2.90821 1.41837  0.76
O: -6.99076 3.25252 1.25015  -0.57
H: 8.82021 6.13287 -0.60651  0.28
H: 4.28317 -3.38113 -7.04130  0.27
C: -0.18845 -0.26214 -0.80278  0.68
H: -7.94961 3.60210 3.90341  0.31
C: -4.84830 -5.72105 1.16517  0.83
C: 5.35529 -1.26231 -8.61517  0.68
H: 4.67505 -1.58003 -5.68152  0.30
C: -1.24263 0.82803 0.85826  -0.32
C: 2.45790 -11.22229 1.08544  -0.60
H: 9.55884 6.08564 0.90149  0.24
O: 5.35896 -2.57071 -8.58696  -0.30
O: 3.29251 -8.53639 -7.08060  -0.58
H: 1.80193 -7.17534 -4.84487  0.28
H: 6.44549 -10.60094 -6.72155  0.21
H: -5.67663 -8.89795 0.63392  0.26
C: -8.66955 4.14638 3.29222  -0.64
O: 1.98978 -8.30505 2.98275  -0.31
C: 8.56777 6.04150 0.44990  -0.64
O: 2.26126 -9.97404 1.61969  -0.32
C: -1.41875 5.32448 7.06115  0.33
H: -3.08702 4.86021 5.98943  0.30
H: -7.63868 0.26115 0.80990  0.29
C: 6.35857 7.00921 0.63980  0.80
H: 1.75941 -3.47758 8.55320  0.24

Cartesian forces, eV/Å:
H 0.24 -0.31 0.04
H -0.13 0.71 0.09
O -1.52 1.28 0.78
F 0.10 -0.29 0.18
H 0.05 1.56 0.16
F 1.17 0.29 0.33
H -0.18 0.11 -1.22
H 0.22 0.71 0.12
H 0.05 0.00 0.35
F 1.68 -3.25 -0.33
C -5.48 2.06 -4.76
O 0.43 -6.33 5.41
H 0.73 -0.01 0.47
O 1.53 1.95 1.87
C 0.64 0.27 0.28
O 4.28 -2.65 3.74
O -2.57 3.39 3.92
H 0.02 -1.35 -0.72
O -0.22 -0.58 -0.39
O -0.13 -0.27 -0.77
H -0.20 -0.37 -0.28
O -0.24 1.14 1.98
C 2.26 4.96 -2.44
H 0.72 -0.30 0.09
O 0.36 1.46 1.86
C 0.65 -0.58 -1.59
C -1.13 -0.64 2.89
H 0.06 -0.35 -0.20
H -0.24 0.09 0.50
O 0.42 1.31 0.87
O -0.60 0.34 -0.59
H 0.01 -0.02 -0.06
O -1.48 -0.78 0.07
O 0.53 -1.19 -2.52
O 0.43 -5.53 2.24
C 0.04 2.20 0.55
H 0.69 -0.03 0.43
C -1.02 -0.90 -1.02
O -0.11 -0.58 1.16
H -0.40 0.12 0.55
C 1.71 7.37 -0.88
O 0.99 -1.79 1.19
C -0.10 -0.14 -0.69
H 0.29 -0.88 0.20
F -0.20 0.36 0.30
O -1.26 -0.43 -0.55
C -1.29 1.19 -0.91
H 0.61 -0.53 -0.14
F 0.75 -0.08 -0.21
H 0.27 0.44 -0.18
O -1.25 1.49 1.42
C -0.91 -0.64 -0.03
H 0.43 0.06 0.12
H -0.06 -0.32 -0.01
H 0.34 0.39 0.64
H 0.36 0.13 -0.52
O -0.36 1.18 -0.48
C 0.19 -0.61 0.48
O -1.36 -1.71 1.02
H 0.24 -0.43 -0.54
H 0.82 -0.65 0.22
O -2.46 -0.62 -2.68
C 1.81 -2.92 2.66
H -0.38 -0.32 0.80
C 0.17 -0.29 0.42
C -1.64 2.16 3.89
C -1.19 0.63 2.52
H -0.50 0.44 0.34
C -3.38 -0.94 -1.26
C -1.12 -0.58 -0.68
H 0.09 0.65 0.43
O -1.99 3.08 -1.41
O 2.92 -2.37 -5.52
H -0.20 0.79 0.22
C -1.19 -0.19 -0.58
H -0.55 0.16 0.48
O -0.83 0.04 -0.30
O 0.82 0.41 0.12
H -0.24 -0.77 -0.51
F -0.01 -1.76 0.35
H 0.22 0.47 -0.36
O -0.54 -0.78 -1.77
C 1.05 0.49 -0.83
H 0.37 -0.22 1.07
C 0.05 -0.20 -2.13
C -1.16 1.92 1.34
O -1.65 1.72 -2.57
O 1.36 0.67 1.15
H -0.07 -0.09 -0.87
H 0.20 -0.01 -0.36
H -0.06 -0.28 -0.83
H -0.10 -1.34 -0.24
C 0.51 0.01 1.01
H 0.19 -0.35 -0.17
C 1.96 -0.90 -1.34
O -2.52 -0.09 1.29
H -0.52 0.04 -0.29
H 0.03 -0.88 -0.58
C 3.51 -2.77 -3.11
H 0.43 0.53 0.08
C 1.42 1.37 -0.18
C -2.00 2.86 -3.94
H 0.37 -0.41 0.27
C 1.27 1.46 1.09
C 1.07 -2.34 1.93
H -0.40 0.45 0.75
O 1.18 -1.97 -1.78
O 1.46 0.13 1.88
H 0.37 0.04 -0.14
H -0.08 0.38 -0.24
H -0.46 0.64 -0.61
C -0.05 0.39 1.62
O 1.04 -0.16 1.48
C 0.50 -1.53 -1.09
O -0.66 3.02 -1.34
C -0.31 1.69 0.16
H -0.82 0.42 -0.39
H -0.30 -0.27 -0.01
C 1.24 -3.82 -2.96
H -0.03 0.00 -0.71

2S+1 = 1
Gap between HOMO and LUMO = 10.32 eV
SMILES string = O=C1OC[C@@H](F)O1.O=C1OC[C@@H](F)O1.O=C1OC[C@@H](F)O1.O=C1OC[C@@H](F)O1.O=C1OC[C@@H](F)O1.O=C1OC[C@@H](F)O1.COC(=O)OC.COC(=O)OC.COC(=O)OC.COC(=O)OC.COC(=O)OC
Energy relative to the best compared isomer or geometry (same formula, charge and spin) = 748.83 kJ/mol
HOMO level = -10.7 eV
Total charge = 0
E = -118864.1486 eV

***

Record 2
Entry from the OMol25 dataset: 7 unconnected molecules or ions with the total composition H14O7 (ωB97M-V/def2-TZVPD).

Last column: natural (NBO) charge in e.
Geometry (Å):
O: -2.64240 0.46934 -2.31081  -0.94
O: 2.65160 -0.18156 3.07895  -0.94
H: -1.93596 0.28263 -1.68226  0.46
O: -2.86035 3.31145 -1.66384  -0.92
H: 2.08295 0.38612 -0.02642  0.47
H: 0.32773 -1.19457 -3.59178  0.47
H: 1.88186 -2.87199 2.34548  0.48
O: -0.93440 1.65433 2.19160  -0.94
O: 1.80615 -3.48111 3.08860  -0.94
H: 3.45074 0.34519 2.96536  0.46
H: 2.67346 -3.89850 3.13900  0.46
H: -2.75126 -0.35767 -2.79372  0.48
H: -1.23258 0.74177 2.27711  0.48
H: -1.40054 1.98147 1.41399  0.46
H: 0.57648 0.58383 -0.06514  0.46
H: 0.55429 -1.94191 -4.89570  0.47
O: 1.25569 -0.09649 -0.13462  -0.94
H: -2.19884 2.94446 -1.06659  0.45
O: 0.45133 -2.08175 -3.94763  -0.94
H: 1.93660 0.46260 3.02573  0.47
H: -3.69257 2.94237 -1.34732  0.47

Cartesian forces, eV/Å:
O 0.11 -0.20 0.08
O 0.10 0.19 -0.12
H -0.05 -0.08 -0.11
O 0.03 0.18 0.35
H -0.03 -0.12 0.04
H 0.08 -0.08 0.04
H -0.01 0.11 0.12
O 0.03 -0.12 -0.30
O 0.11 -0.13 -0.13
H -0.03 -0.08 0.07
H -0.12 0.05 0.04
H -0.03 0.01 0.02
H 0.02 0.00 0.11
H -0.03 0.09 0.19
H 0.12 -0.03 0.13
H 0.00 -0.07 0.07
O -0.12 0.16 -0.12
H -0.09 0.09 -0.21
O -0.08 0.17 -0.11
H -0.06 -0.08 0.01
H 0.05 -0.05 -0.17

2S+1 = 1
Gap between HOMO and LUMO = 10.77 eV
SMILES string = O.O.O.O.O.O.O
Energy relative to the best compared isomer or geometry (same formula, charge and spin) = 227.35 kJ/mol
HOMO level = -11.0 eV
Total charge = 0
E = -14559.1050 eV

***

Record 3
Entry from the OMol25 dataset: C15H22N4O3S2 in the gas phase (ωB97M-V/def2-TZVPD).

Last column: natural (NBO) charge in e.
Geometry (Å):
H: -6.44018 -1.51209 -1.65399  0.16
H: -5.99014 1.09427 1.86199  0.26
C: 4.39425 -0.24263 0.55687  -0.01
C: 3.57170 -1.63536 1.06945  -0.43
N: -2.79203 2.30493 -0.05335  -0.25
H: 3.35999 -1.91229 2.11731  0.22
H: -6.16215 0.52448 -0.84297  0.16
C: -6.24665 0.12155 1.10355  -0.68
C: 1.82746 1.59060 -0.92069  -0.35
H: 1.75823 1.93979 -1.95997  0.26
N: -3.78618 1.43479 0.34222  -0.33
C: 0.63545 1.02480 -0.56836  0.65
H: 5.73500 -0.14145 -0.73198  0.21
O: 0.51151 -0.25289 -0.45629  -0.64
H: 5.91556 -2.76975 -0.81252  0.22
N: 3.57377 0.65599 0.12919  -0.46
H: -0.31378 2.67521 -0.62517  0.39
C: -3.68477 0.25624 0.52041  -0.20
S: -4.86860 -0.82298 1.07523  0.37
C: 2.33511 2.55847 0.10532  -0.49
N: -0.44316 1.59114 -0.65871  -0.56
C: 4.30395 -2.72207 0.33678  -0.43
H: 3.71729 0.93320 -1.69004  0.16
H: -7.52996 1.49090 -0.02047  0.19
C: 5.56566 -1.04994 -0.11020  -0.44
H: -6.81670 -2.23517 -0.05464  0.19
C: -1.80324 1.43554 -0.23902  0.27
H: 4.46317 -1.97125 -1.76510  0.16
H: 2.66114 -0.28519 -1.26361  0.25
S: -2.11957 -0.24919 0.57869  0.40
H: 4.95185 -3.31105 0.97369  0.19
C: 2.92377 0.69767 -0.94704  -0.17
H: 6.47318 -0.89120 0.47387  0.24
C: 3.39145 1.87351 0.84871  0.64
C: 5.11960 -2.21295 -0.66768  -0.37
H: 4.85657 0.02379 1.72831  0.27
C: -6.84712 0.54642 -0.13637  -0.07
H: -8.32468 -2.09141 -1.38405  0.22
H: 2.94403 3.46430 -0.39628  0.25
C: -7.32594 -1.60816 -0.80580  -0.30
H: 3.66034 -3.40486 0.06310  0.21
O: -7.71852 -0.25997 -0.52724  -0.52
H: 1.45795 3.18135 0.71364  0.25
H: 2.53348 -1.67499 0.57798  0.21
O: 3.62484 2.09798 2.14658  -0.61
H: -7.05297 -0.26010 1.96861  0.28

Cartesian forces, eV/Å:
H -2.01 -0.37 1.67
H -0.29 -2.03 -2.40
C 3.89 -8.51 10.06
C -2.11 0.52 -1.77
N 2.62 -4.07 -1.00
H 0.58 0.87 -0.24
H 4.21 1.54 -3.50
C -2.16 4.20 8.11
C 2.69 4.23 -1.72
H -0.41 0.67 0.38
N -5.08 8.48 -1.22
C 0.28 -12.42 0.63
H 1.02 -0.92 -1.47
O 1.29 1.87 0.71
H 3.50 -3.30 -1.77
N 2.05 6.97 8.90
H -0.32 -2.03 -0.60
C 0.80 -3.55 1.98
S 1.02 -3.21 0.37
C -0.92 6.65 -0.36
N -8.49 11.81 0.43
C 0.28 -0.65 4.77
H -0.88 0.64 -1.16
H 2.29 -0.69 -0.10
C 1.31 10.72 0.10
H -0.99 0.45 0.26
C 1.61 -2.69 2.22
H 1.98 -0.83 2.95
H -0.72 -0.97 -0.19
S 3.55 0.54 -2.51
H 0.39 0.06 0.84
C 0.25 -3.48 -9.78
H -0.24 -1.28 0.52
C -0.93 -2.01 7.49
C -3.79 1.05 -6.59
H -1.46 0.30 -3.64
C -0.84 5.68 3.78
H 3.00 1.01 1.98
H -1.44 -1.69 0.67
C -0.36 0.01 -4.70
H -3.50 -3.64 -1.84
O -7.27 -7.86 -2.41
H 2.56 -1.96 -1.08
H 1.13 0.70 0.76
O 0.03 -0.98 -6.79
H 1.87 0.16 -2.75

2S+1 = 1
Gap between HOMO and LUMO = 8.37 eV
SMILES string = COCCSc1nnc(NC(=O)[C@H]2CC(=O)N(C3CCCC3)C2)s1
Energy relative to the best compared isomer or geometry (same formula, charge and spin) = 1418.63 kJ/mol
HOMO level = -8.5 eV
Total charge = 0
E = -49670.8109 eV

***

- Which formula does entry 3 have?
  C15H22N4O3S2

***

- Among the records above, which one has the lowest gap between HOMO and LUMO?
  C15H22N4O3S2